Below is C27H31FN4O4 in the gas phase, with properties calculated with wB97M-V/def2-TZVPD.

Output
Total charge: 0
E_LUMO: 0.016 hartree
Calculated total energy: -1667.3332 a.u.
Gap between HOMO and LUMO: 8.076 eV
E_HOMO: -7.6 eV

Positions of all 67 atoms, in Å:
1 C 2.70227 -2.64359 -4.21270
2 O 2.17700 -1.72276 -3.26939
3 C 3.01360 -0.73185 -2.89230
4 O 4.12767 -0.62485 -3.34490
5 C 2.41850 0.11872 -1.84000
6 C 1.59450 -0.49832 -0.90437
7 C 1.13410 0.18086 0.21303
8 N 0.23796 -0.47584 1.06300
9 C -0.47520 0.05115 2.10291
10 O -0.22959 1.10593 2.64875
11 C -1.60335 -0.80656 2.52579
12 C -1.98144 -1.17208 3.80330
13 C -3.16287 -1.91732 3.64299
14 C -3.98723 -2.56747 4.71538
15 C -4.48459 -1.48623 5.68234
16 C -5.18089 -3.28930 4.08963
17 C -3.11304 -3.57422 5.47307
18 N -3.48727 -1.97309 2.36227
19 N -2.54838 -1.31669 1.68865
20 C -2.69274 -1.18655 0.25825
21 C -2.24807 0.14953 -0.27962
22 C -1.52199 0.21416 -1.46286
23 C -1.07625 1.42643 -1.95523
24 C -1.35821 2.57479 -1.24035
25 F -0.89951 3.75680 -1.69930
26 C -2.09982 2.54455 -0.07340
27 C -2.55072 1.32581 0.39730
28 C 1.54619 1.49721 0.41487
29 C 2.33228 2.12713 -0.52221
30 C 2.76105 1.48050 -1.69015
31 N 3.49000 2.13640 -2.65148
32 C 4.23600 3.33836 -2.35545
33 C 5.48756 3.34144 -3.24528
34 O 5.15998 3.27286 -4.61162
35 C 4.41955 2.10379 -4.88767
36 C 3.13787 2.07793 -4.05431
37 H 3.59402 -3.13043 -3.81255
38 H 1.91742 -3.37288 -4.39679
39 H 2.97164 -2.12922 -5.13787
40 H 1.33374 -1.53629 -1.05131
41 H -0.00652 -1.41031 0.76673
42 H -1.46098 -0.93437 4.70738
43 H -5.08242 -1.93669 6.47153
44 H -3.64844 -0.96176 6.13811
45 H -5.09880 -0.76044 5.15407
46 H -4.83869 -4.05282 3.39665
47 H -5.78357 -3.75868 4.86374
48 H -5.79841 -2.58624 3.53812
49 H -2.73886 -4.33766 4.79422
50 H -3.69425 -4.06056 6.25323
51 H -2.26331 -3.07743 5.93485
52 H -2.14487 -1.99188 -0.24925
53 H -3.75902 -1.34290 0.05841
54 H -1.29302 -0.69086 -2.00588
55 H -0.50163 1.48385 -2.86540
56 H -2.30867 3.45957 0.45643
57 H -3.12885 1.28999 1.30821
58 H 1.21599 2.02818 1.29167
59 H 2.59135 3.16111 -0.36159
60 H 4.54833 3.33528 -1.31156
61 H 3.64032 4.24122 -2.56056
62 H 6.05131 4.26636 -3.11121
63 H 6.11683 2.48194 -2.96971
64 H 4.19182 2.13052 -5.95447
65 H 5.01344 1.21050 -4.65253
66 H 2.55818 1.18293 -4.27046
67 H 2.53095 2.96232 -4.31112